# 1
15
Properties=species:S:1:pos:R:3 method="wB97M-V/def2-TZVPD" charge=0 homo_ev=-8.79 de_lowest_ev=2.696 smiles="C/P=C/C1CC1" lumo_energy_ev=0.34
C 0.52851 -2.43456 -1.72945
P -0.39964 -0.73165 -1.27868
C 0.67260 -0.00843 -0.23955
C 0.25658 1.02978 0.88669
C -0.57965 2.12428 0.52949
C -1.11840 1.19133 1.49164
H -0.03664 -3.15611 -2.22071
H 0.62985 -3.04163 -0.82081
H 1.56167 -2.34032 -1.94229
H 1.48239 -0.65029 -0.08697
H 1.13402 1.10254 1.49298
H -0.14618 3.00948 0.84667
H -1.07787 1.88973 -0.36271
H -1.23272 1.56230 2.58666
H -1.67454 0.45357 0.84704



# 2
15
Properties=species:S:1:pos:R:3 method="wB97M-V/def2-TZVPD" charge=0 homo_ev="-8.83 / -8.28" de_lowest_ev=5.940 lumo_energy_ev="-0.53 / -0.04"
C 1.48781 -0.36345 -0.15055
C 3.38079 -0.19749 0.49793
C 0.84522 0.56492 -1.13386
C -2.57481 0.23276 0.04708
C -1.32028 -0.45820 0.66623
P 0.20178 0.59700 0.70528
H 3.54713 -0.90055 1.39515
H 3.91686 0.09074 -0.36277
H 1.23722 1.40397 -1.60874
H 0.00096 0.13596 -1.69799
H -2.50767 1.20972 0.57865
H -2.21464 0.27675 -0.98740
H -3.42718 -0.47116 0.26761
H -0.99877 -1.35975 0.13373
H -1.57443 -0.76122 1.64963



# 3
16
Properties=species:S:1:pos:R:3 method="wB97M-V/def2-TZVPD" charge=0 homo_ev="-8.33 / -8.11" de_lowest_ev=3.441 lumo_energy_ev="-0.75 / -0.64"
C -2.72116 -0.40304 -0.08809
C -1.51899 -0.55779 -0.83831
C -2.49400 0.35892 1.00010
C -0.55835 0.18542 -0.23361
C -1.04800 0.92767 1.00641
Si 2.31458 0.04333 -1.09904
P 3.00424 -0.75937 0.91965
H -3.67420 -0.65476 -0.49469
H -1.45895 -1.13641 -1.75604
H -3.31900 0.88204 1.51532
H -1.15128 1.90101 0.47367
H -0.31390 0.91583 1.79169
H 2.98966 -0.59115 -2.11546
H 2.53877 1.53769 -0.98645
H 3.08820 -2.05566 0.43829
H 4.32240 -0.59374 0.46657



# 4
9
Properties=species:S:1:pos:R:3 method="wB97M-V/def2-TZVPD" charge=0 homo_ev=-10.72 de_lowest_ev=2.059 lumo_energy_ev=-2.35
C 1.80826 0.70897 0.12565
C 1.01369 -0.59330 -0.06030
C -0.29193 -0.51997 -0.12508
C -1.47261 -0.03694 -0.26136
C -2.86001 0.08784 -0.19110
H 2.90114 0.21101 0.81937
N -4.04190 0.03403 0.11321
O 1.30464 1.75639 -0.24846
O 1.63873 -1.64804 -0.17192



# 5
10
Properties=species:S:1:pos:R:3 method="wB97M-V/def2-TZVPD" charge=-1 homo_ev="-2.00 / -2.00" de_lowest_ev=0.000 lumo_energy_ev="2.01 / 2.01"
O 0.61791 -1.76429 0.32469
O -0.69520 -0.48571 -3.08260
C 0.92158 -0.79551 1.13555
O 0.23721 1.16090 2.41443
C 0.08966 0.34492 1.31331
C -0.09663 0.81547 0.04443
C -0.49121 0.92880 -1.17031
C -0.99953 0.79128 -2.43154
H 0.80449 0.67185 3.02625
Sr -0.38829 -1.66770 -1.57420



# 6
11
Properties=species:S:1:pos:R:3 method="wB97M-V/def2-TZVPD" charge=+2 homo_ev="-20.43 / -22.01" de_lowest_ev=0.400 s_squared=2.010 lumo_energy_ev="-10.11 / -14.34" spin_multiplicity=3
O -0.11890 -3.08051 0.05493
C -0.32346 -1.95594 -0.02136
Pd 0.02384 0.00277 0.22713
O -2.60294 0.00380 -2.89307
C -1.86742 0.00625 -2.02781
C 1.86866 0.01285 -0.50936
O 3.01674 0.01221 -0.48970
C -0.32464 1.96608 0.02693
O -0.11794 3.09232 0.13394
O 0.41760 -0.03777 3.28873
C 0.02846 -0.02208 2.20964



# 7
230
Properties=species:S:1:pos:R:3 method="wB97M-V/def2-TZVPD" charge=+1 homo_ev=-8.77 lumo_energy_ev=-1.32
C 17.11180 -17.25281 -17.97402
C 17.74105 -17.06217 -19.35799
C 16.61243 -16.58710 -20.26407
C 15.56447 -17.61453 -20.30413
N 14.30186 -17.25859 -20.95796
C 13.49768 -16.35477 -20.00723
C 12.05410 -16.52452 -20.35681
C 12.01468 -18.09225 -20.72373
C 13.45379 -18.51830 -21.05780
C 14.53093 -16.57950 -22.22856
H 17.77044 -17.85337 -17.28752
H 16.23398 -17.87251 -17.96517
H 16.88668 -16.37593 -17.49142
H 18.15335 -18.03728 -19.76234
H 18.59856 -16.33452 -19.39802
H 16.91665 -16.45729 -21.30112
H 16.23647 -15.61119 -19.88698
H 15.25044 -18.01933 -19.37370
H 15.99598 -18.49185 -20.81787
H 13.91534 -15.29635 -20.08130
H 13.68389 -16.66416 -18.98274
H 11.87336 -15.96846 -21.26062
H 11.48356 -16.25504 -19.52537
H 11.37782 -18.29854 -21.56389
H 11.67138 -18.63044 -19.82303
H 13.62348 -19.00292 -22.06354
H 13.85003 -19.28866 -20.36777
H 14.74617 -15.56136 -22.01467
H 13.73704 -16.81616 -22.90436
H 15.44012 -17.10008 -22.64023
C 23.30210 -16.06572 -16.33799
C 22.13365 -17.00592 -16.14931
C 21.02348 -16.36053 -15.25584
C 21.52951 -16.48002 -13.84461
N 20.63582 -15.76980 -12.81424
C 21.00544 -14.25352 -12.69466
C 22.38167 -14.11998 -11.94621
C 22.38106 -15.35561 -11.02974
C 21.07762 -16.18787 -11.42055
C 19.11211 -15.91602 -12.98492
H 22.96266 -15.20706 -16.86396
H 24.07727 -16.50475 -16.93838
H 23.76586 -15.70489 -15.41625
H 22.46993 -17.94612 -15.73162
H 21.71090 -17.18973 -17.13669
H 20.14695 -17.02655 -15.34865
H 20.72693 -15.31171 -15.46985
H 22.51762 -16.04979 -13.67706
H 21.64321 -17.53981 -13.41117
H 20.25026 -13.74809 -12.07929
H 21.01176 -13.78362 -13.66724
H 22.50970 -13.20924 -11.34801
H 23.26364 -14.21475 -12.54750
H 22.31539 -15.15923 -9.93252
H 23.31976 -15.95424 -11.06984
H 20.38978 -16.02009 -10.63466
H 21.24443 -17.21816 -11.50249
H 18.88772 -16.98098 -13.02392
H 18.70986 -15.44474 -13.92965
H 18.60341 -15.40275 -12.19644
C 16.73658 -26.80108 -12.73365
C 15.24043 -27.03689 -12.88646
O 14.33766 -27.00141 -12.03007
N 14.89738 -27.47486 -14.16920
H 15.52664 -27.27630 -14.88232
H 13.07031 -25.04113 -12.56702
C 13.57032 -27.88764 -14.60481
H 17.07232 -26.58500 -13.71077
H 17.15230 -27.77282 -12.26822
H 16.83431 -26.05969 -11.96674
H 12.95239 -27.00523 -14.83820
H 13.04456 -28.46499 -13.86164
H 13.64896 -28.43509 -15.53215
C 17.69323 -22.91555 -12.55599
C 17.75357 -21.67317 -13.50986
O 18.79855 -21.11905 -13.79396
N 16.48406 -21.31325 -13.86993
H 15.38924 -24.38855 -15.79612
H 15.68465 -21.84695 -13.34899
C 16.00618 -20.15139 -14.64723
H 18.70107 -23.25951 -12.49277
H 16.94127 -23.73193 -12.76976
H 17.42864 -22.52655 -11.55429
H 16.17451 -19.22728 -14.08289
H 14.94195 -20.33237 -14.89669
H 16.60753 -20.02868 -15.54554
C 21.83405 -23.42190 -17.59529
C 21.96080 -22.08891 -16.95261
C 20.74197 -21.66364 -16.09232
O 20.77426 -20.20135 -15.94332
C 19.56135 -19.49699 -16.35332
N 23.16879 -22.14970 -16.10207
H 22.34333 -22.87072 -11.24605
H 24.08236 -22.20960 -16.59685
H 23.39710 -21.32069 -15.56565
H 21.51686 -24.20752 -16.93937
H 22.74923 -23.70198 -18.11204
H 21.06736 -23.50024 -18.31998
H 21.95876 -21.37620 -17.76967
H 20.84547 -22.03558 -15.08267
H 19.77987 -21.98320 -16.41656
H 18.76230 -20.13051 -16.73728
H 19.86124 -18.83857 -17.17929
H 19.30516 -18.93904 -15.42669
C 18.49024 -20.23834 -7.16588
C 18.19448 -18.95652 -8.07755
C 18.23484 -19.39016 -9.49102
O 18.31503 -18.16749 -10.30257
C 18.01238 -18.65044 -11.54128
N 16.94543 -18.23282 -7.66030
H 16.14516 -18.51175 -8.19125
H 16.66744 -18.46045 -6.65783
H 17.63355 -16.78662 -7.99317
H 17.92073 -20.17711 -6.21089
H 19.59183 -20.47916 -7.03309
H 18.17237 -21.22829 -7.48239
H 19.07597 -18.34246 -7.92472
H 17.33556 -19.99097 -9.74006
H 19.18143 -19.97449 -9.69865
H 17.10060 -19.18990 -11.56079
H 18.84766 -19.31716 -11.94205
H 17.96468 -17.78158 -12.15396
C 12.83840 -26.69147 -7.97447
C 13.99781 -25.66710 -8.14929
C 15.32816 -26.28386 -7.69679
O 16.40657 -25.41230 -7.92237
C 17.56265 -25.98229 -8.63300
N 14.14999 -25.33522 -9.60521
H 14.96526 -24.64248 -9.69722
H 14.25853 -26.20955 -10.18497
H 13.25795 -24.85179 -10.03921
H 11.83962 -26.20823 -8.32054
H 12.77284 -27.09180 -6.96201
H 13.02522 -27.49878 -8.68061
H 13.74072 -24.72608 -7.62533
H 15.41851 -27.19760 -8.27247
H 15.22493 -26.52500 -6.62366
H 17.96218 -26.90729 -8.17322
H 18.22628 -25.13831 -8.62187
H 17.26283 -26.11714 -9.68743
C 17.73948 -14.96950 -7.50049
O 17.42259 -13.94088 -8.39253
O 18.28869 -16.02997 -8.03945
C 18.54407 -14.12697 -6.33353
F 19.84921 -14.44536 -6.15231
F 18.45182 -12.87927 -6.58854
F 17.88979 -14.40138 -5.20932
C 16.65665 -14.08374 -9.49338
C 17.39387 -13.25324 -10.53313
H 16.65396 -12.97936 -11.38865
H 17.67201 -12.34192 -10.08700
H 18.22628 -13.68736 -10.98661
H 15.70741 -13.73249 -9.32941
H 16.54189 -15.15487 -9.70383
H 16.78495 -15.33709 -7.03310
C 11.39240 -24.24644 -11.89909
O 11.35520 -24.43255 -10.55966
O 12.71088 -24.19563 -12.35350
C 10.59052 -25.35084 -12.71994
F 9.25902 -25.28930 -12.33003
F 10.58291 -25.21017 -14.07315
F 11.00492 -26.57692 -12.33535
C 11.06644 -23.24452 -9.75839
C 10.44991 -23.72272 -8.48105
H 9.63204 -24.45342 -8.74799
H 11.22809 -24.26387 -7.93453
H 10.11455 -22.91713 -7.85205
H 10.33438 -22.70674 -10.36221
H 11.98083 -22.60962 -9.75106
H 10.97752 -23.27132 -12.17512
C 16.65950 -25.29911 -16.94622
O 17.08802 -26.42236 -16.32171
O 15.37662 -24.98057 -16.51259
C 17.62033 -24.14051 -16.66171
F 17.30338 -23.14784 -17.49390
F 17.42399 -23.74875 -15.35484
F 18.88439 -24.47877 -16.86529
C 17.84741 -27.35023 -17.07312
C 16.99472 -28.04657 -18.10878
H 16.63965 -27.34043 -18.88827
H 17.67354 -28.78862 -18.65734
H 16.05775 -28.54358 -17.74444
H 18.24810 -28.02845 -16.37822
H 18.67176 -26.81222 -17.53115
H 16.65094 -25.38827 -18.09676
C 13.45202 -18.33608 -16.78876
O 13.26349 -19.53168 -15.99764
O 13.54107 -18.40289 -18.12937
C 12.31189 -17.41705 -16.29171
F 11.12720 -17.87468 -16.66528
F 12.32975 -17.16059 -14.90650
F 12.34541 -16.11503 -16.81696
C 12.45673 -20.65351 -16.43732
C 13.18599 -21.62671 -17.38200
H 12.55609 -22.50113 -17.57218
H 13.44320 -21.11973 -18.30472
H 14.13744 -22.05277 -16.99444
H 11.56480 -20.22178 -16.86196
H 12.29196 -21.16043 -15.48114
H 14.47387 -18.10049 -16.40856
C 22.79657 -22.96777 -9.28204
O 22.72644 -24.32655 -8.89384
O 23.08260 -22.67174 -10.67234
C 21.62177 -22.19137 -8.79709
F 21.52890 -22.42186 -7.48673
F 21.83610 -20.82772 -8.83191
F 20.49697 -22.34485 -9.47416
C 23.72962 -25.08095 -9.60409
C 23.84257 -26.40957 -8.97255
H 24.62507 -26.35064 -8.16679
H 22.87198 -26.85327 -8.60847
H 24.23919 -27.13595 -9.70186
H 24.68427 -24.49441 -9.57865
H 23.44364 -25.11690 -10.68960
H 23.66028 -22.47030 -8.72263
C 14.93368 -20.63891 -10.36270
O 13.65016 -20.84530 -10.88800
O 15.10764 -19.55085 -9.66299
C 15.25135 -21.80690 -9.44701
F 14.11527 -22.19318 -8.66101
F 15.59767 -22.95764 -10.01709
F 16.22246 -21.57001 -8.54344
C 13.32247 -19.84272 -11.81359
C 12.10600 -20.40578 -12.60327
H 11.76921 -19.52716 -13.21784
H 12.37431 -21.29031 -13.13726
H 11.39775 -20.69279 -11.82287
H 14.18751 -19.70617 -12.51784
H 13.13306 -18.88573 -11.37403
H 15.58121 -20.71127 -11.24815



Number 1: E_tot -14615.624 eV. Number 2: E_tot -14612.379 eV. Number 3: E_tot -22491.482 eV. Number 4: E_tot -10780.417 eV. Number 5: E_tot -12173.150 eV. Number 6: E_tot -18878.670 eV. Number 7: E_tot -158435.590 eV.